The following is a quantum chemistry calculation of a molecular structure, C23H21BaClNO8S, from OMol25.

total charge: -1
ΔE to the lowest compared entry with this formula, charge and spin: 18.0 kJ/mol
largest force on an atom: 0.783 eV/Å
molar mass: 644.3 g/mol
E_tot: -2429.7405 hartree
HOMO-LUMO gap: 7.56 eV

XYZ file:
```
56
Properties=species:S:1:pos:R:3:nbo_charge:R:1
Ba -0.064 0.558 0.217 1.85
C -1.181 -2.692 2.741 -0.64
C -1.975 -1.435 2.503 -0.05
C -2.958 -1.380 1.518 -0.20
C -3.649 -0.204 1.265 -0.21
C -3.375 0.937 2.005 -0.24
C -2.395 0.896 2.990 -0.25
C -1.701 -0.280 3.231 -0.18
H -0.136 -2.453 2.941 0.24
H -1.220 -3.344 1.868 0.22
H -1.574 -3.249 3.595 0.21
H -3.139 -2.245 0.894 0.23
H -4.365 -0.174 0.453 0.23
H -3.888 1.865 1.784 0.21
H -2.128 1.793 3.535 0.22
H -0.896 -0.282 3.956 0.21
C -6.672 4.137 -5.260 -0.63
C -5.450 3.725 -4.483 0.00
C -5.457 2.560 -3.719 -0.23
C -4.332 2.152 -3.022 -0.11
C -3.187 2.933 -3.095 -0.38
C -3.149 4.094 -3.849 -0.16
C -4.286 4.485 -4.539 -0.23
S -1.737 2.440 -2.215 2.31
O -0.857 3.560 -2.122 -0.91
O -2.168 1.825 -0.970 -1.02
N -1.180 1.314 -3.287 -0.68
C -1.402 0.069 -3.124 0.07
C -2.154 -0.763 -2.070 0.72
O -3.349 -0.865 -2.367 -0.70
O -1.497 -1.313 -1.155 -0.80
H -7.586 3.865 -4.732 0.22
H -6.693 3.639 -6.232 0.22
H -6.684 5.212 -5.437 0.21
H -6.358 1.960 -3.670 0.21
H -4.325 1.230 -2.453 0.26
H -2.241 4.681 -3.876 0.24
H -4.269 5.396 -5.127 0.21
H 0.800 -0.293 -2.431 0.43
H -1.123 -0.552 -3.980 0.19
Cl 5.994 0.589 7.051 -0.03
C 4.763 0.540 5.812 -0.03
C 3.733 1.466 5.845 -0.24
C 2.764 1.423 4.854 -0.17
C 2.813 0.462 3.853 -0.16
C 3.853 -0.458 3.845 -0.12
C 4.839 -0.422 4.819 -0.27
C 1.737 0.412 2.777 0.76
O 0.969 1.403 2.697 -0.80
O 1.703 -0.621 2.066 -0.79
H 3.699 2.206 6.632 0.22
H 1.957 2.144 4.836 0.24
H 3.872 -1.206 3.063 0.23
H 5.657 -1.129 4.814 0.22
O 1.205 1.491 -1.768 -0.73
O 1.513 0.064 -1.880 -0.59
```

The following is a quantum chemistry calculation of 12 unconnected molecules or ions with the total composition C72H120N12O12 at a distorted geometry, from OMol25.

total charge: 0
ΔE to the lowest compared entry with this formula, charge and spin: 8.7 kJ/mol
largest force on an atom: 3.778 eV/Å
molar mass: 1345.8 g/mol
SMILES: O=[N+]([O-])c1ccccc1.O=[N+]([O-])c1ccccc1.O=[N+]([O-])c1ccccc1.O=[N+]([O-])c1ccccc1.O=[N+]([O-])c1ccccc1.O=[N+]([O-])c1ccccc1.CCN(CC)CC.CCN(CC)CC.CCN(CC)CC.CCN(CC)CC.CCN(CC)CC.CCN(CC)CC
E_tot: -4374.6458 hartree
HOMO-LUMO gap: 7.24 eV

XYZ file:
```
216
Properties=species:S:1:pos:R:3:mulliken_charge:R:1
O 24.974 23.304 17.455 -0.61
N 24.276 23.140 18.422 1.14
O 23.462 23.905 18.930 -0.62
C 24.443 21.788 19.107 0.18
C 25.482 20.971 18.636 -0.68
C 25.598 19.734 19.258 -0.13
C 24.698 19.269 20.220 -0.72
C 23.590 20.107 20.596 -0.64
C 23.513 21.356 20.020 -0.56
H 26.091 21.330 17.770 0.56
H 26.491 19.127 19.063 0.44
H 24.928 18.290 20.669 0.43
H 22.931 19.824 21.354 0.84
H 22.778 22.069 20.370 0.54
O 12.567 20.581 14.231 -0.62
N 12.210 20.752 15.393 1.03
O 11.223 21.287 15.749 -0.62
C 13.234 20.293 16.406 -0.41
C 13.040 20.660 17.691 -0.43
C 14.011 20.289 18.589 -0.66
C 15.051 19.432 18.210 -0.96
C 15.232 19.103 16.880 0.52
C 14.290 19.468 15.993 -0.03
H 12.175 21.179 17.996 0.61
H 13.908 20.491 19.619 0.52
H 15.886 19.203 18.885 0.41
H 16.007 18.390 16.592 0.29
H 14.330 19.125 14.918 0.45
O 23.422 21.320 11.536 -0.60
N 23.901 22.169 12.244 1.19
O 24.899 22.820 12.006 -0.65
C 23.208 22.519 13.490 -0.34
C 22.391 21.605 14.021 0.49
C 21.646 21.863 15.133 0.66
C 21.748 23.147 15.708 -0.82
C 22.680 24.022 15.192 -0.61
C 23.437 23.750 14.075 -0.68
H 22.157 20.678 13.492 0.21
H 21.050 21.099 15.561 0.13
H 21.135 23.402 16.619 0.54
H 22.868 24.970 15.704 0.40
H 24.075 24.486 13.503 0.40
O 22.804 13.517 14.808 -0.64
N 21.624 13.562 14.513 1.32
O 21.124 14.319 13.724 -0.66
C 20.737 12.538 15.076 0.34
C 21.323 11.612 15.932 -0.66
C 20.507 10.552 16.318 -0.74
C 19.130 10.565 15.985 -0.51
C 18.580 11.515 15.118 -0.58
C 19.406 12.525 14.653 -0.30
H 22.354 11.747 16.174 0.59
H 20.919 9.787 16.915 0.44
H 18.464 9.785 16.362 0.42
H 17.569 11.321 14.745 0.47
H 19.091 13.291 13.992 0.47
O 20.223 17.138 16.103 -0.23
N 21.031 18.061 16.386 1.17
O 20.801 18.948 17.149 -0.68
C 22.389 18.107 15.824 0.13
C 23.294 18.792 16.636 0.18
C 24.552 19.017 16.217 -0.42
C 24.908 18.517 14.954 -0.33
C 23.971 17.739 14.215 1.22
C 22.682 17.544 14.624 -0.57
H 22.863 19.190 17.567 0.23
H 25.308 19.593 16.771 -0.81
H 25.833 18.812 14.625 0.52
H 24.316 17.382 13.228 -1.25
H 22.011 17.082 13.927 0.59
O 27.816 17.636 18.157 -0.61
N 28.228 16.989 17.228 0.87
O 29.393 17.074 16.783 -0.60
C 27.299 16.269 16.392 0.02
C 26.116 15.717 16.938 -1.18
C 25.200 15.028 16.080 -1.07
C 25.465 14.980 14.728 -0.47
C 26.654 15.585 14.207 0.34
C 27.571 16.122 15.011 -0.31
H 25.912 15.882 17.974 0.44
H 24.373 14.605 16.627 0.41
H 24.722 14.475 14.158 0.99
H 26.736 15.565 13.143 0.36
H 28.451 16.517 14.563 0.58
C 18.997 24.094 19.636 -1.20
C 18.158 22.842 19.224 0.08
N 18.330 22.548 17.809 0.30
C 18.040 21.100 17.655 -0.60
C 18.028 20.536 16.278 -0.01
C 17.522 23.375 16.884 -0.80
C 15.999 23.192 17.125 -0.91
H 18.778 24.439 20.649 0.43
H 18.748 24.916 18.953 0.31
H 20.098 23.976 19.532 0.13
H 18.427 21.905 19.751 -0.07
H 17.109 22.979 19.475 0.17
H 18.754 20.659 18.296 0.30
H 17.033 20.955 18.137 0.25
H 17.966 19.470 16.348 -0.45
H 17.153 20.883 15.793 0.68
H 18.963 20.745 15.663 -0.50
H 17.906 23.102 15.907 0.34
H 17.867 24.407 17.005 0.56
H 15.774 23.294 18.189 0.24
H 15.594 22.189 16.812 -0.01
H 15.405 23.911 16.539 0.47
C 26.256 12.576 12.167 -1.53
C 25.654 13.572 11.168 -0.75
N 26.523 14.637 10.763 1.07
C 25.779 15.568 9.984 -1.28
C 25.134 16.728 10.810 0.77
C 27.822 14.125 10.341 -0.79
C 27.810 13.429 8.955 -1.18
H 26.563 13.149 13.047 0.27
H 27.130 12.067 11.820 0.45
H 25.551 11.826 12.439 0.43
H 25.300 12.890 10.289 0.31
H 24.726 14.002 11.523 0.57
H 24.988 15.159 9.261 0.25
H 26.461 16.031 9.196 0.46
H 24.669 16.329 11.719 -0.50
H 24.417 17.270 10.163 0.41
H 26.016 17.386 11.146 -0.54
H 28.432 15.023 10.169 0.31
H 28.260 13.517 11.157 0.40
H 27.152 12.574 8.918 0.30
H 27.355 14.089 8.222 0.28
H 28.807 13.150 8.583 0.41
C 28.432 20.915 14.763 -1.52
C 28.812 19.826 13.721 0.32
N 28.977 20.430 12.462 0.20
C 29.800 19.617 11.606 -0.06
C 30.100 20.384 10.302 -1.41
C 27.702 20.892 11.827 -1.08
C 26.765 19.762 11.630 -0.19
H 28.953 21.817 14.502 0.43
H 28.710 20.618 15.764 0.44
H 27.350 21.078 14.774 0.20
H 29.777 19.330 13.994 0.52
H 28.031 19.046 13.691 -0.54
H 30.732 19.410 12.093 0.45
H 29.239 18.677 11.376 0.03
H 30.798 19.872 9.618 0.42
H 29.299 20.620 9.617 0.34
H 30.580 21.353 10.539 0.32
H 27.913 21.458 10.848 0.20
H 27.223 21.651 12.452 0.28
H 26.679 19.098 12.517 -0.12
H 27.129 19.063 10.839 0.39
H 25.706 19.981 11.324 0.43
C 14.723 15.841 15.959 -0.80
C 15.085 14.351 16.113 -0.14
N 15.340 13.890 17.418 0.32
C 16.288 14.652 18.225 -1.54
C 17.662 14.756 17.638 1.17
C 15.541 12.467 17.405 -0.01
C 14.195 11.731 17.418 -1.35
H 14.499 16.023 14.946 0.59
H 15.611 16.406 16.217 -0.46
H 13.877 16.111 16.614 0.43
H 14.226 13.802 15.704 0.32
H 15.945 14.082 15.412 0.09
H 15.915 15.669 18.306 0.35
H 16.246 14.286 19.226 0.45
H 17.575 15.399 16.748 -0.24
H 18.374 15.204 18.337 -0.68
H 18.066 13.843 17.231 0.22
H 16.066 12.064 18.294 0.42
H 16.191 12.261 16.520 -0.21
H 14.231 10.622 17.520 0.40
H 13.563 12.028 16.598 0.31
H 13.707 12.028 18.337 0.34
C 19.354 20.631 12.520 -1.66
C 20.065 19.466 13.196 0.33
N 19.560 18.128 12.901 1.59
C 19.720 17.802 11.488 -0.67
C 21.137 17.845 10.954 -1.07
C 18.221 17.792 13.416 0.59
C 17.992 16.290 13.566 -1.17
H 19.881 21.560 12.749 0.40
H 18.399 20.821 13.018 0.29
H 19.140 20.521 11.439 0.36
H 21.138 19.373 13.046 0.18
H 19.843 19.642 14.250 -0.91
H 19.444 16.747 11.382 0.32
H 19.019 18.313 10.783 0.22
H 21.155 17.398 9.942 0.55
H 21.622 18.855 11.064 0.11
H 21.721 17.213 11.567 0.17
H 17.420 18.110 12.753 0.40
H 18.123 18.388 14.422 -0.79
H 16.975 16.013 13.872 0.30
H 18.786 15.772 14.106 -0.09
H 18.028 15.850 12.569 0.61
C 19.798 18.933 20.983 -1.13
C 19.563 17.542 20.322 -0.10
N 20.388 16.485 20.912 0.41
C 19.703 15.265 21.153 0.19
C 18.783 15.348 22.380 -1.66
C 21.707 16.326 20.316 -0.47
C 21.815 15.582 18.990 -0.21
H 20.805 19.362 20.770 -0.11
H 19.775 18.793 22.087 0.47
H 19.005 19.681 20.785 0.21
H 18.516 17.294 20.361 0.72
H 19.702 17.613 19.204 -0.43
H 20.424 14.470 21.246 0.57
H 19.127 14.883 20.261 -0.25
H 18.186 14.485 22.411 0.49
H 18.035 16.072 22.206 0.38
H 19.240 15.615 23.296 0.37
H 22.085 17.417 20.187 -0.33
H 22.337 15.917 21.122 0.54
H 22.740 15.805 18.433 0.02
H 21.788 14.521 19.074 0.55
H 20.946 15.869 18.383 -0.22
```

The highest molar mass belongs to which entry? C72H120N12O12